[1]
Formula: C9H14O
Source: the OMol25 dataset
Level of theory: ωB97M-V with the def2-TZVPD basis set

- Orbital gap: 9.390 eV
- E_HOMO: -8.51 eV
- E: -11606.8211 eV
- Relative energy (zero: lowest compared OMol25 entry of this formula, charge and spin): 18.8 kcal per mole
- LUMO energy: 0.03219 hartree

```
24
Properties=species:S:1:pos:R:3:forces:R:3:nbo_charge:R:1
C 0.842187 -1.398820 1.427183 -0.3 -0.9 -0.3 -0.62
C -0.267178 -1.154097 0.417478 0.1 -0.6 1.7 -0.06
C -1.306631 -0.278507 0.741791 -0.5 0.4 -0.3 -0.18
C -2.420576 -0.188873 -0.069718 0.2 -0.8 -0.4 -0.26
C -2.430443 -0.974983 -1.223849 -0.4 1.4 -1.2 0.29
O -3.456325 -0.677344 -2.121573 0.1 -0.3 0.7 -0.69
C -1.398704 -1.806512 -1.604729 -0.4 0.0 1.0 -0.29
C -0.352048 -1.974139 -0.684639 -0.4 0.1 -1.2 -0.18
H 0.538045 -1.563884 2.463568 -0.5 0.5 -0.1 0.22
H 1.562545 -0.601978 1.392543 0.6 0.0 0.1 0.21
H 1.287401 -2.368562 1.194234 0.5 0.3 -0.3 0.21
H -1.262134 0.366605 1.613302 0.2 -0.2 0.1 0.21
H -3.298264 0.424829 0.081528 0.2 0.2 0.3 0.23
H -3.123691 -0.860430 -2.998176 -0.1 -0.2 -0.4 0.47
H -1.538007 -2.332296 -2.541849 0.5 -0.3 0.1 0.21
H 0.385494 -2.743885 -0.882436 0.2 0.2 0.1 0.21
C 1.419450 2.196485 0.780149 -0.8 -0.2 -0.7 -0.61
C 2.665687 2.461500 -0.057705 0.0 -2.3 0.0 -0.63
H 1.252844 2.922070 1.576337 0.0 0.2 -0.2 0.20
H 0.548515 2.149996 0.121512 -0.2 0.4 0.1 0.21
H 1.382972 1.212663 1.235565 0.5 0.0 0.2 0.20
H 3.500395 2.498764 0.630770 0.5 1.3 -0.2 0.21
H 2.967252 1.549974 -0.603954 -0.5 -0.1 0.1 0.20
H 2.501207 3.141416 -0.887332 0.5 0.9 0.6 0.22
```
Forces are in eV/Å.

***

[2]
Formula: C9H14O
Source: the OMol25 dataset
Level of theory: ωB97M-V with the def2-TZVPD basis set

- Total charge: +1
- Orbital gap (spin up / spin down): 10.309 / 7.037 eV
- E_HOMO (spin up / spin down): -14.17 / -14.65 eV
- Expectation value of S²: 0.767
- E: -11598.7880 eV
- Multiplicity: 2
- Relative energy (zero: lowest compared OMol25 entry of this formula, charge and spin): 18.0 kcal per mole
- LUMO energy (spin up / spin down): -0.14187 / -0.27962 hartree

```
24
Properties=species:S:1:pos:R:3:forces:R:3:lowdin_spin:R:1
C -1.777822 2.924456 1.446360 1.1 0.3 -0.6 0.05
C 0.577648 0.874654 -0.716959 -0.8 1.3 -1.1 0.10
C -0.406149 1.779870 -0.386663 -0.1 -1.2 0.7 0.05
C 1.531921 0.457273 0.234248 0.3 0.4 0.9 0.21
C -0.606745 2.114154 0.976699 -0.9 -0.4 0.8 0.25
C 1.319776 0.784295 1.618088 0.3 -0.2 -1.3 0.09
C 0.203589 1.487633 1.940381 1.9 -0.3 1.3 0.04
O 2.609923 -0.218797 -0.108463 -0.9 -0.1 0.6 0.17
H 0.690009 0.602167 -1.758358 0.1 -0.2 0.0 0.00
H -1.230872 2.047307 -1.031127 0.5 0.3 -0.6 0.00
H 2.362295 -0.742166 -0.879339 0.5 -0.2 -0.8 0.00
H 2.037899 0.428115 2.342376 -0.1 -0.1 0.1 0.00
H -2.665901 2.298928 1.381673 -0.3 0.1 0.1 0.02
H -1.869942 3.790327 0.791717 -0.4 0.0 -0.1 0.01
H 0.164800 1.555415 3.024806 -1.0 0.7 -0.2 0.00
H -1.603464 3.299419 2.449563 -0.2 -0.2 0.2 0.00
C 0.269763 -2.504059 -1.841111 -1.3 1.6 0.3 0.00
C -0.546287 -3.437097 -0.901073 0.7 0.0 -1.7 0.00
H 1.354800 -2.529065 -1.879026 0.2 -0.6 0.3 0.00
H -0.109195 -2.561048 -2.858846 0.3 -0.4 -0.2 0.00
H -0.012384 -1.468130 -1.591349 0.2 -0.1 0.1 0.00
H -1.028922 -2.950051 -0.066843 0.4 0.1 0.5 0.00
H 0.105339 -4.268385 -0.650081 -0.5 -0.2 0.5 0.00
H -1.370072 -3.765217 -1.536675 0.0 -0.5 0.3 0.00
```
Forces are in eV/Å.